A structure of composition C28H35N5OP2Pd at a distorted geometry, computed with ωB97M-V/def2-TZVPD.

Structure (ORCA input):
```
! wB97M-V def2-TZVPD RIJCOSX def2/J DEFGRID3
* xyz 2 5
Pd 0.1006 0.9709 -2.5145
C -1.5534 1.4317 -6.0364
C -1.3978 0.1005 -6.0012
C -0.5184 -0.6776 -6.9522
C 0.8790 -0.0589 -7.2355
C 1.4951 0.6326 -6.0589
C 1.2732 1.8843 -5.6402
C 0.4735 2.9005 -6.3782
C -0.8373 2.3359 -6.9910
C 1.2410 1.1854 -0.6420
H -2.3162 1.9559 -5.4508
H -2.1013 -0.5173 -5.4343
H -1.0413 -0.7373 -7.9190
H -0.3871 -1.7191 -6.6399
H 1.5509 -0.8528 -7.5910
H 0.7787 0.6294 -8.0727
H 2.2462 -0.0029 -5.5860
H 1.8055 2.2963 -4.7930
H 1.0757 3.3316 -7.1851
H 0.1879 3.7007 -5.6942
H -1.5014 3.1712 -7.2830
H -0.6003 1.7909 -7.9107
H 0.6241 1.9308 -0.1018
H 2.2998 1.4611 -0.6150
H 1.0885 0.1859 -0.2290
P 1.7045 -0.5447 -2.9606
P -1.6831 -0.5930 -2.5717
N 3.0891 0.5638 -3.2575
N 2.5610 -1.7077 -1.9817
N -2.9643 0.6180 -2.9570
N -2.7954 -1.5529 -1.6048
C 0.6735 -1.6250 -4.0676
C -0.8351 -1.8461 -3.6756
C 3.0219 1.9389 -2.9499
C 4.0678 2.5910 -3.5743
C 4.8147 1.6006 -4.2864
C 4.2216 0.3592 -4.0582
C 3.3330 -1.3772 -0.8469
C 4.1038 -2.4834 -0.5042
C 3.8097 -3.5314 -1.4472
C 2.8702 -3.0330 -2.3359
C -2.8261 2.0033 -2.6963
C -3.6872 2.7220 -3.5240
C -4.4465 1.7519 -4.2803
C -3.9701 0.4921 -3.9217
C -4.0280 -2.0679 -2.0556
C -4.5710 -2.8904 -1.0771
C -3.6430 -2.9129 0.0309
C -2.5504 -2.1219 -0.3425
H 1.1610 -2.5947 -4.1834
H 0.6567 -1.1783 -5.0599
H -1.4395 -2.0111 -4.5739
H -0.8968 -2.7731 -3.0965
H 2.1724 2.3508 -2.4068
H 4.2477 3.6501 -3.5204
H 5.6763 1.7835 -4.9014
H 4.4743 -0.6330 -4.3745
H 3.1868 -0.4357 -0.3540
H 4.8644 -2.5097 0.2580
H 4.3001 -4.4871 -1.5313
H 2.3619 -3.5251 -3.1509
H -2.1458 2.4075 -1.9700
H -3.7786 3.7919 -3.5173
H -5.2209 1.9571 -5.0014
H -4.2715 -0.4682 -4.3049
H -4.4186 -1.8410 -3.0222
H -5.5054 -3.4234 -1.1646
H -3.7656 -3.4379 0.9631
H -1.6274 -1.9175 0.1641
O -2.2238 0.2220 1.3707
C -1.7220 0.5436 0.3288
N -1.2219 0.8465 -0.7244
*
```

The calculation puts the orbital gap (alpha / beta) at 0.22774 / 0.14043 Eh. Its HOMO energy (alpha / beta) is -12.927 / -13.640 eV. The calculation puts the energy at -2246.615368 Eh. The relative energy (zero: lowest compared OMol25 entry of this formula, charge and spin) is 226.6 kJ/mol.

Atom charges from the Mulliken analysis, given in e for atoms 1 to 5: -0.56, -0.47, 0.22, -1.43, -1.62

---

A structure of composition C28H35N5OP2Pt at a distorted geometry, computed with ωB97M-V/def2-TZVPD.

Structure (ORCA input):
```
! wB97M-V def2-TZVPD RIJCOSX def2/J DEFGRID3
* xyz 0 3
Pt 0.2539 -0.3517 -0.9857
C -0.9269 1.6331 -0.9423
C -1.4205 0.6811 -1.8626
C -1.2298 0.8385 -3.3475
C 0.0372 0.2024 -3.9563
C 1.1373 -0.0585 -2.9554
C 1.6635 1.0070 -2.1866
C 1.1562 2.4168 -2.2742
C 0.0146 2.7469 -1.2688
C 1.8080 -1.3700 -0.1881
H -1.4919 1.7826 -0.0127
H -2.3276 0.1387 -1.5733
H -1.2694 1.9006 -3.6128
H -2.0988 0.3391 -3.7914
H -0.2285 -0.7532 -4.4293
H 0.4377 0.8490 -4.7487
H 1.7969 -0.9073 -3.1627
H 2.6659 0.8772 -1.7665
H 0.8656 2.6810 -3.3027
H 1.9983 3.0724 -2.0127
H 0.5081 3.0338 -0.3257
H -0.5424 3.6268 -1.6313
H 1.8702 -1.0553 0.8613
H 2.7339 -1.1256 -0.7178
H 1.5890 -2.4448 -0.2195
P 1.4145 -0.9868 -7.6949
P -1.9047 -0.7282 -7.4612
N 2.8690 -0.0199 -7.9023
N 2.0316 -2.2775 -8.7457
N -2.1308 1.0428 -7.4625
N -3.5645 -0.9966 -7.9822
C 0.3959 -0.1528 -8.9967
C -1.0137 -0.7669 -9.0868
C 3.6278 0.4327 -6.8168
C 4.6501 1.2359 -7.2957
C 4.5360 1.2766 -8.7221
C 3.4247 0.5186 -9.0638
C 2.2058 -3.5886 -8.2893
C 2.7334 -4.3557 -9.3186
C 2.9096 -3.4963 -10.4484
C 2.4397 -2.2399 -10.0817
C -1.8621 1.7215 -6.2788
C -1.9191 3.0821 -6.4914
C -2.2219 3.2660 -7.8712
C -2.2939 2.0077 -8.4520
C -4.3350 -0.2976 -8.9231
C -5.4219 -1.0726 -9.2887
C -5.3408 -2.2963 -8.5455
C -4.2036 -2.2290 -7.7594
H 0.8720 -0.2081 -9.9852
H 0.3512 0.9074 -8.6961
H -1.5981 -0.2518 -9.8638
H -0.9624 -1.8403 -9.3427
H 3.3495 0.1364 -5.8161
H 5.3932 1.7459 -6.6999
H 5.1834 1.7851 -9.4221
H 2.9863 0.3364 -10.0300
H 1.9149 -3.8475 -7.2807
H 2.9446 -5.4165 -9.2800
H 3.3140 -3.7472 -11.4171
H 2.3268 -1.3556 -10.6852
H -1.6230 1.1438 -5.4146
H -1.7449 3.8399 -5.7367
H -2.3635 4.2072 -8.3846
H -2.4437 1.7273 -9.4843
H -4.0823 0.7005 -9.2293
H -6.1729 -0.7882 -10.0128
H -6.0364 -3.1219 -8.6027
H -3.7799 -2.9208 -7.0466
O -1.6883 -0.5868 2.8279
C -1.2801 -0.6138 1.6987
N -0.8866 -0.6712 0.5761
*
```

The calculation puts the orbital gap (alpha / beta) at 0.20720 / 0.19392 Eh. Its HOMO energy (alpha / beta) is -5.354 / -8.459 eV. The calculation puts the energy at -2238.796736 Eh. The relative energy (zero: lowest compared OMol25 entry of this formula, charge and spin) is 0.0 kJ/mol.

Atom charges from the Mulliken analysis, given in e for atoms 1 to 5: 0.55, -1.05, -0.54, -0.38, -0.01

---

A structure of composition C28H35N5P2SeTi at a distorted geometry, computed with ωB97M-V/def2-TZVPD.

Structure (ORCA input):
```
! wB97M-V def2-TZVPD RIJCOSX def2/J DEFGRID3
* xyz 2 1
Ti -0.0888 0.8982 2.6708
C -2.0563 1.7835 -4.0962
C -2.1499 0.5128 -3.7143
C -1.3562 -0.5868 -4.3638
C 0.1054 -0.2396 -4.7269
C 0.8719 0.5608 -3.6853
C 0.9363 1.8881 -3.7114
C 0.2603 2.6973 -4.8210
C -1.1811 2.2722 -5.2191
C 1.5578 1.2705 4.1208
H -2.6709 2.5734 -3.6639
H -2.9637 0.1903 -3.0727
H -1.8968 -0.8406 -5.2963
H -1.3562 -1.5004 -3.7460
H 0.6469 -1.1870 -4.8996
H 0.1236 0.3111 -5.6778
H 1.4304 -0.0405 -2.9733
H 1.6076 2.4585 -3.0606
H 0.9101 2.6161 -5.7197
H 0.2181 3.7687 -4.5454
H -1.6671 3.1671 -5.6404
H -1.1400 1.5297 -6.0277
H 1.0330 1.8482 4.9129
H 2.3624 1.8860 3.7006
H 1.9587 0.3485 4.5808
P 1.5636 -0.3737 1.5680
P -1.4669 -0.8286 1.6298
N 2.7235 0.8021 1.0040
N 2.7175 -1.6060 2.1564
N -2.2177 0.5478 0.8462
N -2.8952 -1.7115 2.0890
C 0.8129 -1.0882 0.0408
C -0.5518 -1.7512 0.3375
C 2.6611 2.1700 1.2653
C 3.6233 2.8191 0.5117
C 4.3445 1.8141 -0.2183
C 3.7543 0.5844 0.0939
C 3.6799 -1.4483 3.1618
C 4.3909 -2.6359 3.3120
C 3.8557 -3.5655 2.3564
C 2.8502 -2.9100 1.6660
C -2.1387 1.8958 1.2381
C -2.6559 2.6522 0.1944
C -2.9061 1.7859 -0.8984
C -2.6104 0.4967 -0.4840
C -3.9514 -2.0784 1.2382
C -4.8022 -2.9319 1.9362
C -4.2650 -3.0915 3.2548
C -3.1128 -2.3380 3.3297
H 1.5170 -1.7969 -0.4211
H 0.6793 -0.2617 -0.6798
H -1.1838 -1.8498 -0.5582
H -0.4154 -2.7671 0.7469
H 1.9697 2.5427 2.0057
H 3.7660 3.8955 0.4865
H 5.1839 1.9841 -0.8723
H 3.9963 -0.4121 -0.2286
H 3.7743 -0.5172 3.6816
H 5.2065 -2.8158 3.9989
H 4.1982 -4.5851 2.1938
H 2.2104 -3.2553 0.8642
H -1.8255 2.1935 2.2529
H -2.8397 3.7151 0.1784
H -3.2157 2.0412 -1.8898
H -2.5462 -0.4329 -1.0226
H -4.0022 -1.6869 0.2388
H -5.6908 -3.3836 1.5424
H -4.6850 -3.7080 4.0387
H -2.4338 -2.1538 4.1555
Se -1.1224 -1.2154 6.9045
C -0.8246 -0.6844 5.2668
N -0.6154 -0.2413 4.1629
*
```

The calculation puts the orbital gap (alpha / beta) at 0.17193 / 0.17009 Eh. Its HOMO energy (alpha / beta) is -13.489 / -13.489 eV. The calculation puts the energy at -5294.570557 Eh.

Atom charges from the Mulliken analysis, given in e for atoms 1 to 5: -0.36, -0.31, -0.41, -1.30, -0.87